Entry 1:
Entry from OMol25: a cluster of 14 separate species, C7H35NO13 in total (wB97M-V/def2-TZVPD).

Geometry as XYZ:
```
56
Properties=species:S:1:pos:R:3:forces:R:3
C 1.446935 -3.723978 -0.047655 -0.97 -0.34 0.89
C 2.204908 -2.859516 -0.773273 0.00 -0.66 -0.23
N 1.440001 -1.745922 -0.997866 1.23 0.14 -0.62
C 0.238478 -1.881546 -0.413323 -3.01 -0.32 0.51
C 0.112577 -3.154770 0.141498 3.24 0.36 -0.20
C -2.736459 0.026400 -1.868811 0.37 1.20 -1.07
C -1.731755 -0.990305 -1.533608 1.51 0.82 1.51
C -0.878761 -0.865711 -0.495649 -0.01 -1.82 -0.44
H 1.859825 -4.596480 0.442341 -0.31 -0.27 -0.40
H 3.135934 -3.081590 -1.279079 -0.02 0.56 0.43
H 1.720646 -1.079042 -1.702080 -0.21 0.43 0.38
H -0.697288 -3.700946 0.579748 -0.37 0.55 0.37
H -2.357865 0.455194 -2.818764 -0.27 0.01 0.23
H -2.721846 0.867572 -1.176526 -0.12 -0.16 0.25
H -3.748718 -0.241081 -2.098049 -0.51 -0.64 0.15
H -1.423921 -1.753826 -2.219284 -0.45 0.11 -0.66
H -1.101036 -0.363388 0.442705 0.02 0.67 -0.50
H -1.571059 -4.660220 -1.264085 -0.46 -0.30 0.19
H -1.054383 -3.580187 -2.074055 0.01 0.29 -0.17
O -1.901987 -3.898920 -1.750555 0.17 -0.59 -0.24
H -1.894964 3.698880 2.416559 -0.07 0.72 -0.05
H -2.957510 2.775512 2.469950 -0.75 -0.07 -0.44
O -2.791240 3.636368 2.047298 0.80 -0.44 0.84
H 3.150056 2.257394 2.083089 0.01 -0.30 0.14
H 1.613094 2.403975 1.906510 0.88 -0.09 0.40
O 2.456385 2.905544 1.965856 -0.58 0.52 -0.40
H 2.627416 2.975920 -2.835347 -0.30 -0.01 0.30
H 1.285332 2.661017 -2.043125 0.70 -0.22 0.00
O 1.683102 2.805620 -2.923127 -0.31 0.12 -0.44
H -2.665130 -1.532342 1.204118 0.17 -0.74 -0.43
H -3.010785 -1.094420 2.510337 -0.07 -0.56 0.50
O -2.730877 -1.924792 2.086017 -0.16 1.11 -0.16
H 2.502109 -1.646841 1.348819 0.25 -0.03 -0.21
H 1.924958 -1.992655 2.693909 0.15 0.23 0.34
O 2.527600 -1.363639 2.271606 0.11 -0.28 -0.15
H 0.777420 0.400633 1.021948 0.26 0.26 0.02
H 1.475495 0.114239 2.383674 0.22 -0.02 -0.42
O 0.845560 0.713840 1.935107 -0.68 -0.32 0.64
H -1.571577 0.325837 3.006590 -0.43 0.24 0.26
H -1.439463 1.270746 1.884824 -0.44 0.09 0.09
O -2.121552 0.954478 2.507956 0.93 -0.26 -0.20
H 1.850968 2.237820 -0.113433 0.28 -0.85 -0.17
H 0.532812 2.735242 0.009499 -1.04 -0.76 -0.50
O 0.962953 1.922728 -0.372637 0.78 1.65 0.16
H -0.063485 -2.331667 3.179895 -0.37 -0.25 0.39
H 0.058440 -0.879051 3.032887 0.14 0.24 0.25
O 0.177409 -1.560063 3.712124 -0.25 -0.23 -0.57
H -1.513963 4.099535 0.615023 0.02 -0.30 -0.51
H -1.171228 3.922212 -0.911197 -0.03 0.14 0.19
O -0.836544 3.781326 -0.005695 -0.19 0.41 0.20
H 3.079974 -2.055251 -3.295701 0.21 0.11 -0.36
H 4.115380 -0.889697 -3.407892 -0.07 -0.02 -0.32
O 3.669696 -1.479797 -2.799060 -0.08 0.03 0.36
H -0.710829 4.283706 -3.293814 0.02 0.20 -0.09
H -0.760518 2.960489 -2.607155 -0.15 -0.17 -0.19
O -1.310726 3.735412 -2.779032 0.17 -0.20 0.18
```
Positions in Å, forces in eV/Å.

Results
multiplicity: 1
total energy: -35933.836 eV
max |F|: 3.3 eV/A
molecular weight: 341.35 u
energy above the lowest of the compared OMol25 structures with the same formula, charge and spin: 222.7 kJ/mol
LUMO energy: -0.03 eV
Kohn-Sham gap: 8.86 eV

=====

Entry 2:
Entry from OMol25: a cluster of 14 separate species, C7H36O13 in total (wB97M-V/def2-TZVPD).

Geometry as XYZ:
```
56
Properties=species:S:1:pos:R:3:forces:R:3
C 2.748848 -0.249474 0.615116 -0.20 0.90 -0.57
C 3.947042 0.317398 0.365715 -0.52 -1.25 0.05
C 0.658857 -0.783140 -0.461670 -1.19 -1.43 -0.71
C 1.564493 0.180200 -0.141605 0.41 2.91 -0.41
C 1.442489 1.589068 -0.638916 1.15 -2.28 -0.78
C 0.298229 2.227734 -0.946234 -2.39 1.56 0.01
C 0.279678 3.687075 -1.314029 1.17 1.33 0.10
H 2.458754 -1.030779 1.299319 0.86 -0.50 0.26
H 4.880560 -0.094039 0.754200 -0.31 0.43 0.10
H 3.960196 1.065743 -0.415414 0.51 0.06 0.13
H 0.930206 -1.829679 -0.314453 0.17 0.12 0.48
H -0.297305 -0.744345 -0.997567 0.39 0.80 0.21
H 2.358581 2.113895 -0.947719 -0.36 -0.33 0.62
H -0.704821 1.805700 -0.765581 0.67 -0.18 -0.11
H 0.278072 4.388475 -0.391163 -0.44 -1.39 -1.09
H 1.241396 3.946426 -1.774841 0.18 -0.16 0.14
H -0.427055 4.095409 -2.072601 -0.19 -0.91 0.93
H 1.993923 -3.952924 0.567463 0.51 0.13 0.14
H 0.860797 -4.316379 1.342474 0.05 0.05 0.64
O 1.778823 -4.047994 1.503519 -0.29 0.00 -0.34
H -1.871790 -2.197349 -2.246016 -0.59 -1.13 0.55
H -2.685766 -2.783815 -1.128586 0.07 0.00 0.12
O -1.902983 -2.989385 -1.649585 0.61 0.65 -0.64
H -2.333119 0.168189 0.107245 0.06 -1.34 0.63
H -1.356447 -0.391580 1.088881 -0.27 0.40 0.48
O -2.071825 -0.699465 0.521021 0.26 0.85 -1.74
H 0.608534 -4.572710 -1.224979 -0.80 0.58 -0.35
H -0.280961 -3.171956 -1.065781 -0.60 -1.50 -0.53
O 0.446405 -3.745291 -0.751606 1.12 0.32 0.44
H -0.138796 1.600053 1.446670 0.04 0.54 0.76
H -1.454452 1.841169 2.312825 0.47 0.06 0.05
O -1.081941 1.500484 1.490368 -0.83 -1.41 -1.24
H 2.663827 2.080717 1.369770 1.02 0.13 -0.46
H 2.988419 3.559969 0.706773 0.12 -0.79 0.26
O 2.520052 3.028943 1.367357 -0.43 0.71 0.59
H 0.814505 0.216015 4.740499 0.09 -0.09 -0.10
H -0.027655 -0.300760 3.524434 0.08 0.21 0.95
O -0.071388 -0.034573 4.465432 -0.19 -0.10 -0.80
H 2.161720 -0.805019 -4.464818 0.17 -0.01 -0.14
H 1.327491 -1.279115 -3.284510 0.11 -0.19 0.13
O 1.488273 -1.444599 -4.216831 -0.26 0.21 0.00
H -0.620562 -0.089359 -4.627503 0.23 -0.16 0.07
H -0.396290 0.516841 -3.209355 -0.03 -0.05 -0.68
O -1.024989 0.461741 -3.947807 0.04 0.32 0.67
H -2.377821 -0.212599 -2.932160 -0.21 -0.06 -0.31
H -3.849341 -0.652259 -2.773087 0.50 -0.21 0.18
O -2.950438 -0.827935 -2.439863 -0.69 1.05 -0.30
H 0.264181 3.817953 3.336052 0.29 -0.07 -0.11
H 0.939653 2.958169 2.214398 0.29 0.85 0.39
O 0.102570 3.319368 2.527714 -0.27 0.61 0.54
H -3.864166 -0.075030 3.264143 0.07 0.00 -0.44
H -3.609548 -0.280131 1.760901 -0.13 -0.36 0.24
O -3.586192 0.377241 2.454320 -0.23 0.93 0.69
H -2.497111 -1.944105 1.728409 -0.10 0.45 0.51
H -3.404743 -3.042391 1.874285 -0.44 -0.21 0.73
O -3.119067 -2.275792 2.394972 0.24 -1.03 -0.93
```
Positions in Å, forces in eV/Å.

Results
multiplicity: 2
total energy: -34449.142 eV
max |F|: 3.0 eV/A
molecular weight: 328.35 u
energy above the lowest of the compared OMol25 structures with the same formula, charge and spin: 152.8 kJ/mol
LUMO energy (spin up / spin down): -4.94 / -8.04 eV
Kohn-Sham gap (spin up / spin down): 7.94 / 4.84 eV
total charge: +1

=====

Entry 3:
Entry from OMol25: a cluster of 14 separate species, C7H36O14 in total (wB97M-V/def2-TZVPD).

Geometry as XYZ:
```
57
Properties=species:S:1:pos:R:3:forces:R:3
O 1.524520 1.963731 -1.407899 -0.06 0.26 -0.05
C 0.492624 1.360340 -1.581489 0.39 -0.27 0.80
C -0.127174 0.479159 -0.525928 -0.38 0.11 1.42
C -0.511901 1.106480 0.901516 -0.76 -0.54 -1.16
C -1.042794 -0.134907 1.587971 -0.32 0.82 0.09
C -2.173198 -0.776597 1.276447 -0.27 -1.13 0.40
C -2.539141 -2.150702 1.707016 0.69 0.01 1.34
C -1.960721 -2.820719 2.712027 -0.40 0.19 -1.03
H -0.032287 1.371974 -2.544905 -0.12 0.17 -0.04
H -0.966307 -0.074309 -0.969004 0.05 0.53 0.33
H 0.551115 -0.317554 -0.151401 0.15 0.44 -0.91
H 0.364980 1.477951 1.402828 0.56 -0.12 0.13
H -1.201716 1.953734 0.916634 -0.24 -0.26 -0.59
H -0.337706 -0.499854 2.318084 0.04 -0.66 0.02
H -3.015662 -0.413729 0.712556 0.40 0.90 -0.84
H -3.365317 -2.656597 1.237851 -0.49 0.36 -0.25
H -2.462450 -3.735339 3.021726 0.75 -0.02 0.17
H -1.031079 -2.430155 3.108014 -0.20 -0.27 0.68
H -0.030664 -1.270703 -3.456170 -0.11 0.24 0.36
H 1.336849 -0.919933 -2.879951 0.45 -0.18 0.34
O 0.400792 -1.016711 -2.623611 -1.38 -0.59 -0.99
H -3.306559 1.987528 -2.960257 -0.03 0.71 0.18
H -2.523496 1.656903 -1.645599 -0.40 0.49 -0.85
O -2.896937 1.289791 -2.463489 0.29 -1.79 0.26
H -4.424792 2.381464 0.886449 -0.18 0.53 -0.40
H -3.457106 1.844880 1.816991 0.60 0.09 0.34
O -3.611319 2.659306 1.322786 -0.47 -0.66 0.06
H 0.017457 -2.548714 -1.452621 0.40 0.03 -0.42
H -0.831686 -2.634955 -0.258188 -0.05 -0.44 0.41
O -0.209150 -3.187216 -0.754818 -0.31 0.64 0.04
H 2.053228 -2.509730 1.253531 0.12 -0.75 0.06
H 2.957879 -3.286705 2.323926 -0.56 -0.01 -0.58
O 2.808151 -2.456472 1.849566 0.47 0.58 0.52
H 1.200425 -4.081674 -0.155992 0.10 0.55 0.07
H 1.917538 -5.360433 -0.190257 0.66 0.36 0.27
O 2.094381 -4.431080 0.053295 -0.82 -1.01 -0.56
H 2.794035 2.420981 0.458664 0.10 -0.09 -0.21
H 3.328348 1.772781 1.724354 -0.04 -0.19 0.18
O 3.589245 2.344983 1.003204 -0.11 0.19 -0.09
H 1.963578 -1.372549 2.939301 0.52 0.67 0.55
H 2.233314 -0.168088 3.966233 0.50 -0.16 -0.02
O 1.571012 -0.659967 3.488980 -0.94 -0.23 -0.30
H 0.568338 4.350306 -3.012609 0.06 -0.35 0.11
H -0.549988 3.252481 -3.035295 0.30 0.11 0.14
O -0.361810 4.184927 -3.182814 -0.29 0.44 -0.44
H 3.298625 -1.310796 -1.941229 -0.02 0.13 -0.43
H 2.713977 -2.383788 -2.839045 0.02 0.07 -0.23
O 2.805734 -1.425646 -2.783922 1.17 -0.17 0.32
H -2.372789 3.586828 -0.403114 0.37 0.49 -0.23
H -1.949925 4.329259 -1.741557 0.37 0.29 0.27
O -2.193389 3.491886 -1.347463 -0.68 -0.73 -0.07
H -2.407817 4.874173 1.217115 -0.14 0.22 -0.19
H -1.142364 4.234735 1.616480 0.21 0.22 -0.55
O -1.528972 4.703809 0.854228 0.03 -0.04 1.40
H 4.197296 -2.603264 0.259907 0.34 0.61 0.12
H 3.530886 -3.021963 -0.937609 0.24 -0.18 -0.21
O 4.251885 -2.419539 -0.691443 -0.58 -0.60 0.27
```
Positions in Å, forces in eV/Å.

Results
multiplicity: 1
total energy: -36506.494 eV
max |F|: 1.8 eV/A
molecular weight: 344.35 u
energy above the lowest of the compared OMol25 structures with the same formula, charge and spin: 113.7 kJ/mol
LUMO energy: 0.08 eV
Kohn-Sham gap: 8.97 eV

=====

Entry 4:
Entry from OMol25: a cluster of 13 separate species, C7H37NO12 in total (wB97M-V/def2-TZVPD).

Geometry as XYZ:
```
57
Properties=species:S:1:pos:R:3:forces:R:3
C -1.107058 0.107542 -3.964815 -1.29 -1.26 1.70
C -1.711018 1.300058 -3.259538 -2.03 0.20 0.32
C -0.957072 2.603335 -3.355547 0.68 0.37 -0.16
C 1.398947 2.350583 -2.431938 -0.69 0.34 -1.74
C 0.086146 2.540052 -2.258806 0.52 1.79 1.19
C -0.243137 3.063419 -0.887277 0.37 -1.12 -0.24
C -1.255131 3.811671 -0.538074 -2.32 1.17 -0.37
N -1.683595 -1.089239 -3.306475 1.12 -0.16 -1.84
H -1.392850 0.092023 -5.024046 0.64 0.11 0.07
H -0.035176 0.018743 -3.746874 -0.11 0.37 -0.64
H -2.829248 1.382421 -3.451762 1.21 0.13 -0.78
H -1.841142 1.077445 -2.198184 0.71 -0.22 0.17
H -0.491569 2.821456 -4.352182 -0.32 -0.43 0.76
H -1.644901 3.424267 -3.158035 0.12 0.13 0.01
H 1.706998 2.390203 -3.483685 0.45 -0.63 0.46
H 2.130302 2.440817 -1.647889 0.10 -0.10 0.18
H 0.463970 2.763740 -0.123744 0.36 0.07 -0.40
H -2.085105 3.991983 -1.237452 0.55 0.03 0.03
H -1.511437 4.282332 0.418366 0.78 -0.50 -0.03
H -2.650745 -1.130581 -3.142583 -1.01 0.17 0.30
H -1.115127 -1.590903 -2.673201 0.34 -0.08 0.65
H 2.656068 -2.482839 -1.901364 -0.64 -0.07 -0.45
H 3.753078 -2.808877 -1.084223 -1.45 -1.40 0.34
O 2.867530 -3.231251 -1.328027 2.52 1.04 -0.32
H -2.753302 0.201207 3.316540 0.15 -0.03 0.29
H -3.055139 -0.854600 2.282478 0.22 -0.25 -0.39
O -3.208998 0.070751 2.483288 -0.50 0.92 0.50
H 0.007261 -3.429242 -1.268921 -0.29 0.42 0.60
H 1.294337 -2.873758 -0.809275 0.22 -0.16 0.32
O 0.343414 -2.780604 -0.620210 -0.28 -0.48 -0.84
H -1.821256 -2.699862 1.234591 -0.11 -1.30 0.58
H -2.769098 -2.779020 2.666258 0.78 -1.02 -0.83
O -2.330204 -2.314028 1.945806 -0.52 1.60 0.23
H 0.538471 2.922261 1.493529 -0.01 -0.13 0.73
H 0.700075 2.743036 3.045854 0.01 0.06 -0.12
O 0.771759 2.293091 2.198231 -0.38 0.15 -0.37
H 3.081810 -1.405919 3.000244 -0.50 -1.00 -0.10
H 2.766043 -1.974632 1.624638 0.06 -0.52 1.62
O 2.804548 -2.255392 2.590098 1.20 0.92 -1.53
H -0.208820 -0.448748 5.281811 0.18 0.28 0.13
H -0.444236 -1.639585 4.416219 0.15 -0.29 -0.46
O -0.908175 -0.912632 4.825178 -0.58 0.05 0.43
H 0.752811 -0.037329 1.879190 -0.01 0.17 0.82
H 0.202310 -1.393186 2.053005 0.26 -0.17 0.88
O 0.761206 -0.754968 2.541780 -0.90 0.56 -1.79
H -1.561176 0.328606 0.857515 -0.41 -0.10 0.49
H -2.124042 1.746224 0.880927 -0.29 0.27 0.68
O -1.881591 1.037645 0.302241 0.68 -0.51 -1.40
H 1.500842 -1.238425 -0.051655 1.00 1.12 -0.57
H 2.407271 0.055580 -0.438488 -0.33 -0.69 0.42
O 2.405866 -0.914464 -0.303738 -0.69 0.28 0.27
H 0.417363 -4.652730 2.295053 -0.12 -0.70 0.65
H 0.860321 -3.588357 1.402810 -0.54 0.29 0.07
O 0.109696 -3.810199 1.980573 0.56 0.19 -0.51
H 3.375819 0.445379 1.872688 0.01 1.17 -0.63
H 2.257301 1.438351 1.653904 -0.47 0.56 0.36
O 3.198787 1.347149 1.505197 0.87 -1.59 0.21
```
Positions in Å, forces in eV/Å.

Results
multiplicity: 1
total energy: -33916.526 eV
max |F|: 2.7 eV/A
molecular weight: 327.37 u
energy above the lowest of the compared OMol25 structures with the same formula, charge and spin: 443.2 kJ/mol
LUMO energy: 0.04 eV
Kohn-Sham gap: 8.53 eV